This record from OMol25 describes the molecule C4H7NOS at a distorted geometry. The level of theory is ωB97M-V/def2-TZVPD.

Output
HOMO level (spin up / spin down): -8.90 / -8.63 eV
LUMO level (spin up / spin down): -1.355 / -0.185 eV
ΔE to the lowest compared entry with this formula, charge and spin: 5.813 eV

Last column: natural (NBO) charge in e.
Geometry (Å):
C (-0.728, 0.860, -1.632)  -0.3513
C (0.430, 0.478, -2.020)  -0.0348
C (-1.630, 0.291, -0.567)  -0.5847
C (1.481, -1.003, 1.401)  -0.4740
N (0.148, -1.021, 0.914)  -0.6460
O (-0.088, 1.491, 1.334)  -0.9571
S (-0.802, 0.230, 1.138)  1.4976
H (-1.220, 1.676, -2.157)  0.2311
H (1.312, -0.072, -1.806)  0.1919
H (-2.540, 0.877, -0.450)  0.2324
H (-1.877, -0.751, -0.763)  0.2478
H (1.523, -1.449, 2.404)  0.2198
H (2.100, -1.622, 0.748)  0.2146
H (1.890, 0.014, 1.456)  0.2126

This record from OMol25 describes a cluster of 6 separate species, C24H51B3BrNO13S5 in total at a distorted geometry. The level of theory is ωB97M-V/def2-TZVPD.

Output
HOMO level: -9.89 eV
LUMO level: 0.017 eV
structure (SMILES): CCCCNB1OBOB(Br)O1.O=S1(=O)CCCC1.O=S1(=O)CCCC1.O=S1(=O)CCCC1.O=S1(=O)CCCC1.O=S1(=O)CCCC1

Last column: Mulliken charge in e.
Geometry (Å):
C (-0.712, 3.649, 0.208)  -0.9482
C (-1.430, 2.689, 1.371)  0.6752
C (-0.686, 1.226, 1.324)  0.0690
C (-0.655, 0.419, 2.751)  -0.6539
N (0.722, 0.032, 3.243)  -0.1989
B (1.376, -1.043, 2.398)  0.6506
O (2.674, -1.615, 2.901)  -0.5741
B (3.671, -1.013, 1.946)  0.4232
O (3.287, -0.557, 0.596)  -0.4264
B (2.009, -1.183, 0.149)  0.5533
Br (1.839, -1.443, -1.870)  -0.2698
O (0.905, -1.562, 1.100)  -0.1995
H (-1.299, 3.453, -0.808)  0.2398
H (-0.834, 4.789, 0.473)  0.2603
H (0.429, 3.398, 0.062)  0.2210
H (-1.428, 3.185, 2.433)  0.1446
H (-2.550, 2.525, 1.007)  -0.5933
H (-1.320, 0.548, 0.575)  0.1827
H (0.372, 1.343, 0.814)  -0.0016
H (-1.098, 1.170, 3.566)  0.2796
H (-1.392, -0.489, 2.716)  0.2412
H (1.351, 0.877, 3.141)  0.0589
H (4.782, -0.851, 2.300)  -0.1089
C (0.002, -5.032, -3.322)  -0.2268
C (-1.442, -5.041, -2.824)  -0.6933
C (-2.152, -3.844, -3.455)  -0.6066
S (-1.317, -3.527, -5.002)  1.1109
O (-0.664, -2.238, -4.918)  -0.5314
O (-2.195, -3.882, -6.099)  -0.7271
C (-0.081, -4.798, -4.823)  -0.7989
H (0.518, -5.969, -3.090)  0.3563
H (0.554, -4.214, -2.845)  0.0203
H (-1.932, -5.969, -3.140)  0.3065
H (-1.493, -4.999, -1.731)  0.3352
H (-3.206, -4.058, -3.648)  0.3613
H (-2.061, -2.950, -2.832)  0.3301
H (0.863, -4.466, -5.259)  0.4025
H (-0.442, -5.691, -5.342)  0.3545
C (-1.128, 0.890, -6.736)  -0.6299
C (0.138, 1.350, -6.014)  -0.4300
C (-0.143, 2.735, -5.433)  -0.6797
S (-1.903, 2.803, -5.134)  1.0380
O (-2.482, 3.797, -6.014)  -0.6745
O (-2.144, 2.799, -3.705)  -0.5672
C (-2.277, 1.187, -5.784)  -0.6348
H (-1.084, -0.172, -6.995)  0.3156
H (-1.252, 1.461, -7.664)  0.3406
H (0.370, 0.650, -5.203)  0.1232
H (1.002, 1.372, -6.686)  0.3770
H (0.392, 2.893, -4.493)  0.3890
H (0.111, 3.526, -6.144)  0.3184
H (-3.251, 1.198, -6.276)  0.4245
H (-2.285, 0.483, -4.946)  0.2732
C (2.203, 3.952, 5.391)  -0.6400
C (0.759, 3.943, 5.890)  -0.4673
C (0.048, 5.140, 5.258)  -0.6832
S (0.883, 5.457, 3.711)  0.9671
O (1.536, 6.746, 3.795)  -0.6943
O (0.005, 5.102, 2.614)  -0.5002
C (2.119, 4.186, 3.890)  -0.1898
H (2.718, 3.015, 5.624)  0.3602
H (2.754, 4.770, 5.869)  0.3125
H (0.269, 3.015, 5.573)  0.1716
H (0.707, 3.985, 6.982)  0.3394
H (-1.006, 4.926, 5.065)  0.3624
H (0.139, 6.034, 5.882)  0.3704
H (3.063, 4.518, 3.454)  0.4670
H (1.758, 3.293, 3.371)  -0.1959
C (-7.789, 1.464, 0.913)  -0.5934
C (-7.037, 2.526, 0.113)  -0.7178
C (-5.695, 2.758, 0.807)  -0.5120
S (-5.288, 1.226, 1.632)  1.1728
O (-5.302, 1.454, 3.061)  -0.6903
O (-4.166, 0.605, 0.956)  -0.5896
C (-6.779, 0.359, 1.184)  -0.7299
H (-8.661, 1.087, 0.369)  0.3501
H (-8.140, 1.893, 1.860)  0.2900
H (-6.866, 2.162, -0.907)  0.2982
H (-7.608, 3.456, 0.038)  0.3448
H (-4.909, 3.004, 0.090)  0.2813
H (-5.767, 3.542, 1.566)  0.3901
H (-7.080, -0.309, 1.993)  0.4059
H (-6.572, -0.217, 0.277)  0.3324
C (5.472, -4.488, 1.770)  -0.2583
C (6.653, -3.663, 2.279)  -0.5837
C (7.786, -4.635, 2.604)  -0.6756
S (7.557, -6.045, 1.531)  1.1362
O (7.240, -7.198, 2.346)  -0.6508
O (8.613, -6.064, 0.537)  -0.6629
C (6.057, -5.467, 0.762)  -0.7592
H (4.701, -3.858, 1.317)  0.0041
H (5.016, -5.035, 2.604)  0.3120
H (6.977, -2.967, 1.495)  0.3103
H (6.381, -3.066, 3.156)  0.3241
H (8.765, -4.189, 2.414)  0.3523
H (7.729, -4.984, 3.639)  0.3628
H (5.397, -6.310, 0.549)  0.4096
H (6.331, -4.958, -0.167)  0.3651

This record from OMol25 describes a cluster of 6 separate species, C7H25NO5 in total at a distorted geometry. The level of theory is ωB97M-V/def2-TZVPD.

Output
HOMO level: -8.89 eV
LUMO level: 0.208 eV
structure (SMILES): C/C=C/CC[C@@H](C)N.O.O.O.O.O
ΔE to the lowest compared entry with this formula, charge and spin: 1.505 eV

Last column: natural (NBO) charge in e.
Geometry (Å):
C (-0.403, 3.516, -1.057)  -0.6395
C (-1.356, 2.369, -0.646)  -0.0497
C (-0.642, 1.006, -0.686)  -0.4001
C (0.441, 0.788, 0.391)  -0.4293
C (2.704, -1.486, -1.794)  -0.6382
C (2.274, -0.361, -0.895)  -0.1913
C (1.193, -0.416, -0.131)  -0.1715
N (-2.614, 2.278, -1.349)  -0.8314
H (-0.548, 3.576, -2.139)  0.2075
H (0.592, 3.333, -0.678)  0.2006
H (-0.739, 4.506, -0.736)  0.2087
H (-1.625, 2.578, 0.393)  0.1841
H (-0.165, 0.968, -1.653)  0.2065
H (-1.460, 0.323, -0.496)  0.2272
H (0.142, 0.677, 1.431)  0.2040
H (1.090, 1.665, 0.420)  0.1742
H (3.731, -1.788, -1.584)  0.2083
H (2.022, -2.335, -1.757)  0.2141
H (2.646, -1.168, -2.841)  0.2091
H (2.940, 0.488, -0.952)  0.1834
H (0.676, -1.368, -0.154)  0.2118
H (-2.506, 1.875, -2.276)  0.3432
H (-3.022, 3.172, -1.593)  0.3555
H (-1.879, -3.231, -2.358)  0.4814
H (-2.561, -2.182, -1.552)  0.4784
O (-1.713, -2.647, -1.604)  -0.9401
H (0.446, 4.252, 1.969)  0.4666
H (0.395, 2.846, 1.440)  0.4672
O (0.149, 3.369, 2.217)  -0.9346
H (-1.161, -0.597, 2.424)  0.4905
H (-2.423, -1.362, 1.908)  0.4864
O (-1.492, -1.184, 1.739)  -0.9566
H (-0.625, -2.767, 1.338)  0.4797
H (-0.835, -3.082, -0.081)  0.4886
O (-0.331, -3.426, 0.682)  -0.9953
H (1.599, -2.912, 2.164)  0.4799
H (3.017, -3.034, 1.620)  0.4689
O (2.517, -2.688, 2.363)  -0.9482

This record from OMol25 describes the ion C2HN2O2 with charge -1 at a distorted geometry. The level of theory is ωB97M-V/def2-TZVPD.

Output
HOMO level: -3.75 eV
LUMO level: 4.047 eV
ΔE to the lowest compared entry with this formula, charge and spin: 3.693 eV
charge: -1

Last column: natural (NBO) charge in e.
Geometry (Å):
C (0.022, 0.644, 0.569)  0.1385
C (0.534, -1.813, 0.559)  0.7835
N (-0.010, -1.034, -0.179)  -0.7234
N (-0.440, 1.276, -0.440)  -0.2561
O (-0.499, 2.567, -0.619)  -0.6763
O (1.111, -2.388, 1.435)  -0.6179
H (-0.718, 0.748, -1.325)  0.3518